# 1
The following is a quantum chemistry calculation of a single C3H3ClFN molecule, from the OMol25 dataset.

Summary:
Largest force on an atom (eV Å⁻¹): 4.4
LUMO (eV): 0.570
SMILES: C=N/C(Cl)=C/F
HOMO level (eV): -9.2
HOMO-LUMO gap (eV): 9.784
Total energy (eV): -19887.17788

The geometry in ORCA input format:
```
! wB97M-V def2-TZVPD RIJCOSX def2/J DEFGRID3
* xyz 0 1
C -0.884 -1.443 -0.277
N -0.845 -0.392 0.411
C 0.220 0.554 0.582
Cl 0.380 0.839 2.312
C 0.800 1.250 -0.385
F 1.639 2.214 -0.079
H -1.859 -2.110 -0.378
H -0.124 -1.738 -0.846
H 0.673 0.825 -1.339
*
```

---

# 2
The following is a quantum chemistry calculation of a single C3H3ClFNO molecule, from the OMol25 dataset.

Summary:
Largest force on an atom (eV Å⁻¹): 5.6
LUMO (eV): 0.594
SMILES: O=CN/C=C(/F)Cl
HOMO level (eV): -9.4
HOMO-LUMO gap (eV): 10.038
Total energy (eV): -21935.45001

The geometry in ORCA input format:
```
! wB97M-V def2-TZVPD RIJCOSX def2/J DEFGRID3
* xyz 0 1
O -0.929 -0.624 2.559
C -0.830 -0.580 1.364
N 0.289 0.000 0.882
C 0.694 0.447 -0.395
C 0.159 0.473 -1.548
F 0.722 0.503 -2.747
Cl -1.423 -0.113 -1.711
H -1.453 -1.023 0.560
H 0.919 0.463 1.556
H 1.850 0.453 -0.519
*
```

---

# 3
The following is a quantum chemistry calculation of a single C3H3ClFNO2 molecule, from the OMol25 dataset.

Summary:
Largest force on an atom (eV Å⁻¹): 9.1
LUMO (eV): 0.010
SMILES: C=NOC(=O)[C@H](F)Cl
HOMO level (eV): -10.6
HOMO-LUMO gap (eV): 10.585
Total energy (eV): -23981.32845

The geometry in ORCA input format:
```
! wB97M-V def2-TZVPD RIJCOSX def2/J DEFGRID3
* xyz 0 1
C -3.081 -0.751 0.700
N -2.379 0.196 0.145
O -1.135 -0.247 -0.354
C -0.260 0.691 -0.514
O -0.308 1.911 -0.315
C 1.218 -0.028 -0.633
F 1.054 -1.330 -1.039
Cl 2.116 -0.033 0.928
H -2.392 -1.666 1.048
H -4.023 -0.490 0.842
H 1.881 0.527 -1.300
*
```

---

# 4
The following is a quantum chemistry calculation of a single C3H3ClFNOS molecule, from the OMol25 dataset.

Summary:
Largest force on an atom (eV Å⁻¹): 2.2
LUMO (eV): 0.547
SMILES: F[C@@H](Cl)C1=NOCS1
HOMO level (eV): -9.1
HOMO-LUMO gap (eV): 9.678
Total energy (eV): -32770.04743

The geometry in ORCA input format:
```
! wB97M-V def2-TZVPD RIJCOSX def2/J DEFGRID3
* xyz 0 1
F -1.757 1.593 0.263
C -1.339 0.340 0.544
Cl -2.210 -0.838 -0.491
C 0.203 0.279 0.288
N 0.769 1.303 -0.202
O 2.133 1.068 -0.392
C 2.501 -0.293 -0.369
S 1.156 -1.175 0.468
H -1.668 0.091 1.552
H 2.508 -0.633 -1.445
H 3.411 -0.366 0.175
*
```